No. 1
3 unconnected molecules or ions with the total composition C17H37N4O7 in a non-equilibrium geometry, computed with ωB97M-V/def2-TZVPD.

ORCA input file:
```
! RIJCOSX wB97M-V def2-TZVPD def2/J DEFGRID3
* xyz 1 1
N 4.69 0.49 0.19
C 4.13 -0.46 -0.60
N 3.07 -1.20 -0.34
C 2.88 -1.98 -1.39
C 1.75 -2.91 -1.58
C 0.60 -2.06 -2.16
C -0.01 -1.10 -1.24
O -0.70 -2.31 -1.77
N 3.83 -1.76 -2.30
N 4.62 -0.78 -1.80
H 5.46 0.26 0.79
H 4.28 1.41 0.26
H 1.40 -3.27 -0.62
H 1.99 -3.72 -2.26
H 0.72 -1.72 -3.19
H -0.07 -1.25 -0.18
H -0.37 -0.19 -1.69
H 3.96 -2.18 -3.20
H 5.43 -0.39 -2.27
C -6.66 -1.37 3.79
O -5.86 -1.61 2.66
C -5.46 -0.43 2.00
C -4.17 -0.64 1.24
O -3.01 -0.67 2.06
C -2.77 -1.83 2.84
C -2.25 -3.03 2.08
O -3.25 -3.77 1.40
C -2.66 -4.46 0.31
H -7.61 -0.89 3.51
H -6.88 -2.33 4.25
H -6.15 -0.73 4.52
H -5.33 0.39 2.72
H -6.24 -0.13 1.28
H -4.03 0.22 0.59
H -4.24 -1.53 0.61
H -3.64 -2.09 3.45
H -1.97 -1.53 3.52
H -1.75 -3.70 2.79
H -1.50 -2.66 1.36
H -2.22 -3.76 -0.41
H -3.42 -5.05 -0.20
H -1.88 -5.14 0.66
C 5.11 2.87 -2.03
O 4.01 2.90 -1.16
C 3.75 4.22 -0.69
C 2.30 4.44 -0.32
O 1.44 4.59 -1.44
C 1.03 3.40 -2.09
C -0.04 2.64 -1.36
O 0.49 1.92 -0.26
C -0.50 1.60 0.71
H 6.04 3.17 -1.53
H 5.23 1.85 -2.39
H 4.95 3.52 -2.90
H 4.02 4.94 -1.47
H 4.37 4.42 0.19
H 2.26 5.41 0.20
H 1.94 3.68 0.37
H 1.89 2.76 -2.32
H 0.60 3.73 -3.04
H -0.52 1.94 -2.07
H -0.80 3.34 -1.00
H -1.01 2.51 1.05
H -0.01 1.13 1.55
H -1.25 0.91 0.30
*
```

***

No. 2
3 unconnected molecules or ions with the total composition C17H37NO4PS, computed with ωB97M-V/def2-TZVPD.

ORCA input file:
```
! RIJCOSX wB97M-V def2-TZVPD def2/J DEFGRID3
* xyz 1 1
C 4.58 -0.53 -0.03
C 4.40 0.86 -0.66
C 3.71 1.78 0.35
C 3.73 0.74 -2.06
C 2.38 1.44 -2.30
C 1.20 0.76 -1.58
N 0.17 0.32 -2.57
C -0.65 1.56 -2.91
C -0.34 2.57 -1.79
C 0.37 1.73 -0.72
P -0.87 0.87 0.37
S -0.43 0.77 2.25
H 3.62 -0.92 0.33
H 4.98 -1.24 -0.75
H 5.26 -0.50 0.82
H 5.40 1.26 -0.82
H 4.42 2.09 1.12
H 2.89 1.28 0.87
H 3.34 2.70 -0.10
H 3.58 -0.32 -2.29
H 4.42 1.11 -2.81
H 2.20 1.41 -3.38
H 2.43 2.49 -2.05
H 1.56 -0.11 -1.04
H 0.60 -0.09 -3.40
H -0.38 -0.44 -2.15
H -0.33 1.91 -3.88
H -1.70 1.26 -2.98
H 0.31 3.35 -2.18
H -1.24 3.05 -1.42
H 0.99 2.26 -0.01
H -1.06 -0.35 -0.28
H -2.06 1.54 0.04
O -0.11 -2.03 -1.27
C 0.60 -2.80 -0.65
O 1.76 -3.13 -1.21
C 2.70 -4.05 -0.58
C 2.33 -5.49 -0.84
C 0.15 -3.39 0.65
H 2.79 -3.82 0.48
H 3.65 -3.80 -1.05
H 1.37 -5.75 -0.39
H 3.09 -6.14 -0.41
H 2.27 -5.68 -1.91
H -0.47 -4.25 0.42
H -0.45 -2.66 1.17
H 0.96 -3.72 1.30
O -8.00 0.80 4.12
C -7.03 1.10 3.49
O -5.84 0.55 3.83
C -4.65 0.74 3.07
C -3.94 2.04 3.39
C -7.09 2.11 2.36
H -4.86 0.65 2.00
H -4.02 -0.11 3.35
H -4.54 2.91 3.13
H -2.99 2.07 2.85
H -3.72 2.09 4.46
H -7.02 3.10 2.81
H -8.07 2.02 1.89
H -6.31 2.01 1.61
*
```

***

| no. | LUMO level (Eh) | E_HOMO (eV) | energy (eV) |
| --- | --- | --- | --- |
| 1 | -0.1201 | -10.898 | -38510.6320 |
| 2 | -0.0965 | -11.655 | -48027.8471 |